The following is a DFT calculation (ωB97M-V/def2-TZVPD) of a molecular structure, C12H20NOS2Sb2V.

Geometry as XYZ:
```
39
Properties=species:S:1:pos:R:3:forces:R:3:mulliken_charge:R:1
V 1.2043 2.2587 -2.6689 -0.8733 -0.2450 -0.2492 0.451
C -0.4667 1.9903 0.8568 -0.1367 0.0206 0.1201 -0.955
Sb 1.6167 1.8541 1.3425 0.1498 0.2205 -0.0661 0.687
C 1.2490 1.7550 3.4493 -0.1125 0.0950 0.0553 -1.447
C 1.8545 -0.2773 0.9799 0.3666 -0.0360 -0.3879 -1.709
C 0.6692 -1.1043 1.3069 -0.2039 -0.1766 0.0383 0.759
C 0.3103 -1.2595 2.6443 -0.0262 -0.1696 0.1357 -0.317
C -0.8225 -1.9617 3.0168 0.0324 0.0351 0.1023 -0.913
C -1.6255 -2.5299 2.0426 -0.0972 -0.0574 -0.0814 -0.654
C -1.2646 -2.4124 0.7115 -0.0876 -0.0561 0.1118 -0.677
C -0.1209 -1.7204 0.3226 0.0155 0.1153 0.1173 1.002
C 0.2183 -1.6700 -1.1298 0.1017 -0.1870 -0.1378 -1.909
Sb -0.3975 0.1248 -2.1369 0.2041 0.0397 -0.2099 0.922
C -2.3363 0.3524 -1.3461 -0.2160 -0.0304 0.0133 -1.284
C -0.8187 -0.7569 -4.0185 -0.1223 -0.0807 -0.0741 -1.300
H -0.9077 2.7633 1.4877 0.0400 -0.0054 0.0450 0.466
H -0.9505 1.0366 1.0863 0.0885 0.1337 0.0473 0.055
H -0.6508 2.2719 -0.1819 0.0909 0.0133 0.1505 0.253
H 0.3453 1.1925 3.6736 -0.0113 0.0285 -0.0309 0.424
H 1.1186 2.7753 3.8025 0.0227 0.0824 0.0505 0.389
H 2.0947 1.3148 3.9717 0.0736 -0.0313 0.0281 0.379
H 2.7342 -0.6054 1.5397 -0.0432 0.1467 0.0999 0.579
H 2.1354 -0.3462 -0.0749 -0.0326 -0.0414 0.0896 0.359
H 0.9418 -0.8254 3.4113 -0.0291 -0.0890 -0.0879 0.671
H -1.0751 -2.0645 4.0640 -0.0022 -0.0065 0.0104 0.415
H -2.5177 -3.0785 2.3138 -0.0075 -0.0030 0.0147 0.406
H -1.8759 -2.8856 -0.0484 0.0005 -0.0066 -0.0241 0.376
H -0.2900 -2.4808 -1.6540 -0.0101 0.0215 -0.0090 0.620
H 1.2865 -1.7864 -1.3192 -0.0244 0.0177 0.0268 0.587
H -2.8957 -0.5704 -1.4833 -0.0300 -0.0438 -0.0141 0.438
H -2.8260 1.1631 -1.8818 -0.0023 0.0330 -0.0068 0.402
H -2.2832 0.5954 -0.2875 -0.0949 -0.0821 -0.1738 0.408
H -1.5430 -1.5634 -3.9015 0.0183 0.0118 -0.0031 0.418
H 0.1012 -1.1557 -4.4447 -0.0043 0.0222 0.0149 0.389
H -1.2181 0.0074 -4.6830 0.0207 -0.0058 0.0210 0.365
O 2.9313 1.0621 -3.0067 0.3399 -0.1752 0.1123 -0.655
S 3.7053 2.1196 -2.2118 0.1561 -0.4937 -0.3800 0.495
N 2.8152 3.2764 -2.0084 0.4621 1.0097 0.5375 -0.324
S -0.4454 3.1409 -3.5367 -0.0156 -0.0240 -0.0066 -0.573
```
Positions in Å, forces in eV/Å.

**Total charge**: 0
**⟨S²⟩**: 2.09
**2S+1**: 3
**Gap between HOMO and LUMO (spin up / spin down)**: 7.244 / 7.399 eV
**Energy relative to the best compared isomer or geometry (same formula, charge and spin)**: 49.9 kJ/mol

***

The following is a DFT calculation (ωB97M-V/def2-TZVPD) of 2 unconnected molecules or ions with the total composition C12H21BClF6NO5P2Si.

Geometry as XYZ:
```
50
Properties=species:S:1:pos:R:3:forces:R:3:mulliken_charge:R:1
C -0.6742 -2.7751 3.2194 1.2312 -0.2081 0.1783 -0.842
Si -2.0403 -2.0337 2.0307 -1.1543 -1.8268 3.1436 0.169
C -3.0114 -3.4772 1.2120 0.3905 -1.4126 -0.2164 -0.756
C -3.3216 -1.1413 3.2222 -0.8254 0.8690 -0.8994 -1.137
N -1.2139 -0.9122 0.8984 2.4515 4.0795 -3.3492 0.401
C -1.2699 0.5855 1.2590 2.4526 1.1135 -3.2732 -0.195
C -0.5190 1.7660 0.3574 0.3711 -5.0042 -1.3942 -0.125
P -0.5968 3.5884 0.9262 -4.4277 1.8418 2.2177 0.326
O -2.0618 4.0144 1.4079 4.5700 -1.9095 -1.6817 -0.641
C 0.2822 1.3088 -1.0080 -1.2458 -3.1874 2.3597 0.558
C 1.0624 2.3593 -2.0050 -1.4865 4.1944 -5.0128 -0.065
O 0.3409 3.0077 -2.9290 4.4211 -4.7276 6.4622 -0.457
O 2.5179 2.6317 -1.9548 -4.0142 -2.9045 2.2896 -0.096
B 3.1709 1.9214 -0.8377 1.4912 0.3300 2.2076 0.726
O 3.2945 2.6156 0.4709 -0.7167 -3.0519 -2.3248 -0.495
O 3.7618 0.5574 -0.9330 -2.8878 1.6774 0.6967 -0.585
C 0.3108 -0.2942 -1.3535 -1.7503 1.5492 3.1252 -0.672
C -0.4452 -1.3924 -0.3430 0.9119 3.3745 -0.8535 0.392
C -0.3217 -2.9620 -0.7915 0.6627 0.2761 -1.2401 -0.736
C -1.5464 -3.3531 -1.8487 -1.5181 1.0407 0.7706 -0.427
C -1.9505 -4.9416 -1.8290 0.6878 0.3275 0.7110 -0.388
Cl -2.7001 -5.4369 -3.4704 0.9082 0.4820 1.6530 -0.193
H -0.0889 -1.9244 3.8138 -1.3819 -1.7733 -1.2213 0.299
H -1.1517 -3.5277 4.0092 1.0385 1.6268 -1.7947 0.305
H 0.1563 -3.3338 2.5819 -1.6782 0.9287 1.4423 0.280
H -2.1984 -4.2868 0.8837 -1.9665 1.6829 0.4822 0.097
H -3.6999 -3.1772 0.3150 1.2345 -0.7347 1.7879 0.328
H -3.6304 -4.0151 2.0781 1.2066 1.3556 -1.9052 0.374
H -2.8733 -0.9013 4.2761 -0.9966 -0.4443 -2.0532 0.310
H -3.6759 -0.1463 2.6733 0.5261 -1.9233 1.4787 0.353
H -4.2941 -1.8307 3.2757 2.2500 1.5049 0.1091 0.288
H -1.8295 0.9928 2.2306 1.2026 -1.4640 -2.3386 0.359
H -0.1021 4.4707 -0.1303 0.0481 -1.2236 0.6203 0.227
H 0.2956 3.6877 2.0906 -0.3104 -0.3703 -1.4053 0.154
H 3.5850 1.9432 1.1616 -0.1887 1.3520 -1.4230 0.292
H 3.2019 -0.0524 -0.3619 1.2470 1.0738 -0.9488 0.291
H 0.8906 -0.6294 -2.3398 -1.4686 0.5498 2.5217 0.343
H 0.6733 -3.0423 -1.4468 -2.0266 0.3884 1.6887 0.427
H -0.1898 -3.7297 0.0792 -0.5154 1.7160 -1.4292 0.371
H -2.4930 -2.7451 -1.4478 1.9401 -1.3620 -1.0788 0.141
H -1.3431 -2.9134 -2.9315 -0.1795 -1.2524 2.3552 0.435
H -0.9767 -5.5658 -1.5901 -2.1205 1.0247 -0.8389 0.310
H -2.7658 -5.1866 -1.0185 1.7379 0.6215 -1.7446 0.241
F 4.9848 4.8540 -0.9807 1.7740 -1.0482 5.5846 -0.320
P 4.2053 5.7540 -1.9863 0.4208 0.7794 -0.3016 0.933
F 3.3937 6.3043 -0.7753 -0.0644 2.8513 5.1497 -0.334
F 4.3981 6.4987 -3.3417 -1.9560 0.6853 -5.3301 -0.334
F 2.7046 5.5734 -2.3627 -4.1070 -2.4439 -3.5997 -0.300
F 4.4959 4.4228 -2.7422 -0.0158 -3.1178 -5.0769 -0.309
F 5.2588 6.8701 -1.7139 3.8271 2.0935 3.6998 -0.323
```
Positions in Å, forces in eV/Å.

**Total charge**: 0
**2S+1**: 1
**Gap between HOMO and LUMO**: 4.775 eV